Entry 1:
ORCA calculation (ωB97M-V with the def2-TZVPD basis set) on an isolated ion of composition C7H11N4 and charge +1 in a non-equilibrium geometry.

XYZ file:
```
22
Properties=species:S:1:pos:R:3:forces:R:3
C 0.1811 0.7557 1.8709 0.4 2.0 1.2
C 0.2119 1.9302 1.0754 -0.1 -1.4 1.7
C 0.1435 -0.3498 1.0911 -1.6 1.6 -6.4
C -0.0083 0.3094 -0.3812 0.2 -0.1 7.0
C 0.7892 -1.6476 -1.3161 -1.2 2.1 -0.5
C 0.0364 -1.8290 1.1062 -0.2 -0.5 0.9
C 0.0938 2.5664 -1.3650 1.7 1.6 1.9
N 0.1107 1.6594 -0.2187 -0.1 -2.5 -1.8
N 0.3439 -0.3566 -1.4633 2.0 -3.1 -4.6
N 0.6945 -2.2484 -0.1623 0.4 -2.0 -0.6
N -1.2440 -2.5060 1.1539 -0.8 2.0 -2.3
H 0.2070 0.8465 2.9666 0.0 -0.3 -0.7
H 0.3427 2.8916 1.4588 -0.1 1.4 0.2
H 1.1694 -2.2538 -2.1451 -0.3 0.7 0.1
H 0.6610 -2.1849 1.9330 -0.2 -0.3 -0.2
H 1.1292 2.8827 -1.6555 -0.7 0.2 0.8
H -0.2497 2.1896 -2.2793 -1.3 -1.0 -0.8
H -0.5288 3.3629 -0.9599 0.2 0.5 -1.0
H 0.3945 0.0748 -2.4338 0.0 -0.8 1.9
H 0.7734 -3.2736 -0.3322 0.1 1.0 1.0
H -2.0254 -1.9957 0.6227 1.6 -1.1 1.5
H -1.5261 -3.0071 1.9620 -0.1 0.0 0.7
```
Positions in Å, forces in eV/Å.

Values from the calculation:
E_tot	-13389.7812	eV
HOMO level (alpha / beta)	-11.24 / -11.24	eV
2S+1	1
LUMO (alpha / beta)	-3.4 / -3.4	eV
strongest force on any atom	7.0	eV Å⁻¹
net charge	+1
SMILES	Cn1ccc2c1NC=[NH+][C@@H]2N



Entry 2:
ORCA calculation (ωB97M-V with the def2-TZVPD basis set) on an isolated ion of composition C7H11N4 and charge +1 in a non-equilibrium geometry.

XYZ file:
```
22
Properties=species:S:1:pos:R:3:forces:R:3
C -3.9857 -1.1903 1.5740 -2.1 1.5 1.0
C -5.1008 -0.8112 1.9905 1.4 -1.3 -0.6
C 0.4524 0.7668 0.2276 2.6 -0.4 1.5
C -2.7794 -0.8599 0.9954 -0.1 -1.5 2.0
C 2.8968 0.5240 -0.7971 -3.4 0.0 0.4
C 1.0694 -1.0806 -1.3149 0.7 -2.0 -2.0
C 1.6147 -0.1842 -0.2245 -0.2 0.2 0.8
N -2.7860 -0.2680 -0.1688 -1.2 1.4 -1.6
N -1.8226 0.4642 -0.6487 0.6 1.1 -1.4
N -0.7591 0.4661 -0.0059 -1.1 -0.6 0.4
N 0.7141 1.6510 1.2149 -2.6 1.1 -0.5
H -1.8666 -0.9416 1.5246 0.8 -0.3 0.3
H 3.2350 1.1707 -0.0874 1.3 1.8 2.2
H 2.6832 1.1549 -1.6276 -0.3 0.1 -1.0
H 3.6350 -0.1645 -0.9974 1.5 -1.6 -0.6
H 1.1249 -0.5526 -2.3157 -0.5 -0.2 1.2
H 1.8822 -1.8421 -1.5001 -1.0 0.3 0.3
H 0.0629 -1.6420 -1.2592 1.7 1.1 0.4
H 1.9459 -0.7107 0.7820 -0.9 0.7 -2.1
H -3.7163 -0.0111 -0.5354 0.8 -0.3 -0.3
H 1.5959 1.8139 1.6453 0.6 -0.1 -0.1
H -0.0958 2.2473 1.5286 1.5 -0.9 -0.3
```
Positions in Å, forces in eV/Å.

Values from the calculation:
E_tot	-13382.0145	eV
HOMO level (alpha / beta)	-11.91 / -13.88	eV
⟨S²⟩	2.09
2S+1	3
LUMO (alpha / beta)	-3.9 / -6.7	eV
strongest force on any atom	3.4	eV Å⁻¹
net charge	+1



Entry 3:
ORCA calculation (ωB97M-V with the def2-TZVPD basis set) on an isolated ion of composition C7H11N4O and charge -1 in a non-equilibrium geometry.

XYZ file:
```
23
Properties=species:S:1:pos:R:3:forces:R:3
C -2.7210 -0.5865 -0.5079 2.5 -0.9 -0.1
C 0.6294 0.4801 1.3342 1.0 -3.0 0.2
C 1.4928 0.8430 0.1408 -0.4 -0.9 -0.5
C -0.4649 -0.5012 0.8406 -0.2 0.3 0.0
C 2.2892 -0.1949 -0.5565 -2.2 -4.1 2.5
C 0.9296 1.8772 -0.7800 1.2 -1.8 -1.5
C -0.1609 -1.8948 0.4199 0.4 -0.6 1.9
N -3.6125 0.3625 -0.6415 -0.7 0.7 0.3
N -3.2080 1.4089 0.0748 -0.4 1.4 0.3
N -2.1075 1.2699 0.6936 0.2 -1.1 0.1
N -1.6879 -0.0333 0.4375 -1.1 0.6 -1.0
O -2.6078 -1.6525 -1.1160 0.0 -0.2 0.6
H 1.2530 -0.1467 2.1353 -1.2 1.6 -1.3
H 0.1196 1.3414 1.6925 -0.1 0.7 0.8
H 2.7804 -0.9133 0.1355 0.5 0.9 0.3
H 2.9872 0.1618 -1.2064 1.7 1.0 -2.1
H 1.6842 -1.1131 -0.9849 0.5 2.1 -0.4
H 0.2814 1.3448 -1.5344 -0.3 0.8 0.9
H 1.7181 2.2695 -1.4881 -0.5 0.2 1.2
H 0.4744 2.5309 -0.0883 -1.0 1.6 -0.4
H -0.6311 -2.7568 0.9844 -0.2 1.2 -0.5
H 0.8777 -2.0426 0.6254 0.9 -0.2 0.1
H -0.3155 -2.0541 -0.6107 -0.4 -0.3 -1.3
```
Positions in Å, forces in eV/Å.

Values from the calculation:
E_tot	-15442.0572	eV
HOMO level (alpha / beta)	-3.84 / -2.54	eV
2S+1	1
LUMO (alpha / beta)	3.6 / 3.4	eV
strongest force on any atom	5.3	eV Å⁻¹
net charge	-1



Entry 4:
ORCA calculation (ωB97M-V with the def2-TZVPD basis set) on an isolated ion of composition C7H11N4S2 and charge +1 in a non-equilibrium geometry.

XYZ file:
```
24
Properties=species:S:1:pos:R:3:forces:R:3
C 3.2221 3.1894 1.2038 1.0 -0.5 1.1
C 1.6136 2.1664 0.1448 6.8 -1.5 -1.1
C 2.8815 1.5757 -0.4868 -4.3 1.9 1.6
C 0.1704 0.4269 -0.5268 0.6 -0.8 0.2
C -2.9797 -1.6995 -0.7260 2.8 5.0 -1.2
C -1.1860 -2.1863 1.0594 2.6 2.3 -0.2
C -1.4136 -1.6046 -0.3712 -2.9 1.9 2.4
N 1.9694 2.9267 1.1695 -2.2 0.8 -0.5
N 1.1755 -0.2844 -1.0609 -0.5 0.5 0.3
N 0.3658 1.7208 -0.1204 -2.8 -0.7 -1.0
N -0.9918 -0.1527 -0.2351 -0.6 1.5 -0.8
S 4.2845 2.2032 0.2329 -1.2 0.7 0.4
S 2.6586 0.4936 -1.7551 -1.1 -1.4 -0.7
H 3.4766 3.8433 2.0077 1.2 0.4 0.0
H -3.6221 -0.9418 -0.2419 0.5 -0.5 0.3
H -3.0471 -1.4830 -1.7943 -0.3 -0.2 0.0
H -3.2444 -2.6331 -0.5299 -1.5 -4.0 0.9
H -2.0313 -2.4296 1.6604 -1.0 0.8 0.4
H -0.3225 -1.5902 1.6163 -2.3 -0.9 -0.9
H -0.7342 -3.0980 1.0037 1.3 -2.9 -0.6
H -0.9712 -2.0432 -1.2364 1.0 -0.5 -0.2
H 0.8566 -1.2377 -1.2386 1.1 0.1 -0.2
H -0.5076 2.2615 0.0746 1.6 -0.3 0.0
H -1.6231 0.5766 0.1504 0.0 -1.6 -0.1
```
Positions in Å, forces in eV/Å.

Values from the calculation:
E_tot	-35059.8367	eV
HOMO level	-11.61	eV
2S+1	1
LUMO	-3.7	eV
strongest force on any atom	7.1	eV Å⁻¹
net charge	+1
SMILES	CC(C)/[NH+]=C1\NSc2scnc2N1



Entry 5:
ORCA calculation (ωB97M-V with the def2-TZVPD basis set) on an isolated ion of composition C7H11N5 and charge +2 in a non-equilibrium geometry.

XYZ file:
```
23
Properties=species:S:1:pos:R:3:forces:R:3
C 3.0886 1.3486 -0.2465 -1.1 -1.2 1.5
C 2.0741 0.6160 0.5248 1.3 0.4 -1.0
C 2.1786 -0.7438 -0.0454 0.4 3.2 0.6
C 0.1418 -2.0582 0.5543 -0.9 0.1 0.2
C -0.7418 0.1603 0.3253 -0.8 1.0 0.6
C 1.4950 1.0258 1.6818 -0.4 0.0 1.5
C -2.6748 0.1925 -1.1518 -1.4 3.4 -0.4
N 3.2155 -0.7743 -0.8276 -1.5 -3.1 -0.1
N 3.7062 0.4391 -0.9521 -0.3 0.8 0.3
N 1.4357 -1.8454 0.2877 -1.1 1.9 -0.3
N -0.9484 -1.2665 0.4579 2.7 -0.4 0.2
N -1.6290 0.8178 -0.3560 1.8 -2.0 0.0
H 3.3006 2.3829 -0.1626 0.5 0.7 -0.3
H 0.0795 -3.0701 0.9240 -1.0 -0.2 -0.2
H 0.9319 0.3275 2.3440 0.6 0.5 -0.9
H 1.6789 2.0025 2.2185 -0.2 -0.8 -1.2
H -2.9044 0.6955 -2.1453 0.6 -0.2 1.4
H -3.4987 0.4256 -0.4633 -0.8 -1.4 -0.8
H -2.3114 -0.7510 -1.3776 -0.3 -2.1 -0.1
H 4.4519 0.4409 -1.6132 0.8 1.0 -0.4
H 1.9274 -2.6265 -0.0007 1.1 -2.6 -0.1
H -1.7848 -1.6249 0.9238 -0.1 0.0 -0.3
H -1.5588 1.8005 -0.2529 0.0 1.1 -0.3
```
Positions in Å, forces in eV/Å.

Values from the calculation:
E_tot	-14866.9420	eV
HOMO level (alpha / beta)	-16.52 / -16.52	eV
2S+1	1
LUMO (alpha / beta)	-9.2 / -9.2	eV
strongest force on any atom	3.7	eV Å⁻¹
net charge	+2



Entry 6:
ORCA calculation (ωB97M-V with the def2-TZVPD basis set) on a 2-piece molecular cluster, C7H11NO overall in a non-equilibrium geometry.

XYZ file:
```
20
Properties=species:S:1:pos:R:3:forces:R:3
C -0.8718 -3.0254 -0.3367 -0.2 -0.1 0.0
C 0.3500 -2.8077 -0.9091 0.0 -0.4 -0.1
N 0.7553 -1.5397 -0.5961 0.0 -0.1 -0.6
C -0.2435 -0.8973 0.1096 0.5 0.0 0.4
C -1.2349 -1.8175 0.3252 -0.9 -0.5 -0.3
C -0.3194 2.7716 1.4098 0.5 0.1 0.0
C -0.7320 1.5015 0.7253 -0.2 0.2 -0.2
C 0.0480 0.4208 0.6693 -0.3 0.6 0.1
H -1.4731 -3.9368 -0.3645 0.4 0.4 0.0
H 0.9552 -3.4634 -1.5169 0.0 0.1 0.1
H 1.4913 -1.0696 -1.1169 -0.2 -0.1 0.4
H -2.1994 -1.7304 0.8232 0.5 0.4 0.1
H 0.7536 2.7844 1.6497 -0.3 -0.2 0.1
H -0.8796 2.9145 2.3340 0.0 0.0 0.0
H -0.4789 3.6535 0.7896 -0.2 0.0 -0.1
H -1.7201 1.5380 0.2649 0.1 -0.3 0.1
H 1.0197 0.5674 1.1376 0.2 -0.3 -0.1
H 1.4721 1.7687 -2.4737 0.0 0.0 0.0
H 1.3282 1.0840 -1.1093 0.4 0.4 -0.5
O 1.9792 1.2834 -1.8151 -0.4 -0.3 0.5
```
Positions in Å, forces in eV/Å.

Values from the calculation:
E_tot	-10974.3281	eV
HOMO level	-8.02	eV
2S+1	1
LUMO	0.9	eV
strongest force on any atom	1.1	eV Å⁻¹
SMILES	C/C=C/c1ccc[nH]1.O



Entry 7:
ORCA calculation (ωB97M-V with the def2-TZVPD basis set) on C7H11NO in the gas phase in a non-equilibrium geometry.

XYZ file:
```
20
Properties=species:S:1:pos:R:3:forces:R:3
C -2.1347 0.6294 0.0447 3.6 1.3 -0.7
C 1.6519 2.0070 -0.1394 -0.3 -0.5 4.1
C 0.7567 1.0655 -0.2857 2.4 1.0 -0.3
C -1.4786 1.9771 0.0109 0.7 -0.4 -2.2
C 0.2214 -0.1080 -0.1989 -0.3 -1.8 -0.3
C 1.2942 -1.2348 -0.0861 -0.2 -2.0 -1.0
C -1.7069 -1.7289 -0.6428 1.4 1.1 -0.4
N -1.1891 -0.3388 -0.2702 0.1 -3.1 0.5
O -3.2945 0.4530 0.1406 -2.8 -1.0 0.3
H 1.8998 2.7355 -0.8218 0.8 1.1 -1.8
H 1.9147 2.2776 0.9616 -0.3 -0.4 -1.9
H -0.6111 1.8564 -0.9371 -3.2 1.3 2.0
H -2.2400 2.7403 0.0414 -0.2 0.3 -0.9
H -0.8501 2.2008 0.8287 0.7 -0.1 1.0
H 1.6174 -1.6705 -1.1091 -0.7 0.9 1.4
H 0.8898 -2.1484 0.4496 0.3 1.2 -0.4
H 2.2588 -0.9410 0.4100 -1.3 0.2 -0.4
H -1.3758 -2.5430 -0.0088 1.0 0.1 0.2
H -2.7484 -1.7856 -0.4009 -0.8 0.6 -0.8
H -1.3997 -1.9128 -1.7158 -0.8 0.0 1.2
```
Positions in Å, forces in eV/Å.

Values from the calculation:
E_tot	-10971.1696	eV
HOMO level	-8.51	eV
2S+1	1
LUMO	0.8	eV
strongest force on any atom	4.2	eV Å⁻¹
SMILES	C=C=C(C)N(C)C(C)=O



Entry 8:
ORCA calculation (ωB97M-V with the def2-TZVPD basis set) on C7H11NO as an isolated structure in a non-equilibrium geometry.

XYZ file:
```
20
Properties=species:S:1:pos:R:3:forces:R:3
C -0.7102 2.1834 0.9639 -1.2 1.0 1.5
C -0.6745 1.2734 -0.1860 0.9 -0.7 -2.6
C -1.3808 -1.0975 0.1359 -1.6 0.6 -0.3
C -0.3519 -1.9040 -0.1871 0.5 -2.6 0.6
C 1.1791 -1.4983 -0.1859 0.0 -0.2 1.9
C 1.6140 -0.5084 -1.2114 2.4 2.2 -4.2
C 0.5664 0.3097 -0.4268 0.7 4.8 0.7
H -1.7143 2.5267 1.2595 -0.2 -0.4 -0.8
H -0.2761 3.0551 0.5720 1.2 1.5 0.2
H -0.3507 1.9288 1.9786 0.7 -0.5 -0.9
H -0.7564 1.8108 -1.2416 -0.7 -1.0 2.3
H -2.2534 -1.5466 0.5460 -0.8 -0.7 -0.2
H -0.7110 -3.0196 -0.2029 1.3 2.1 0.4
H 1.9829 -2.1728 0.1209 -0.7 -0.6 -0.1
H 1.3003 -0.5915 -2.3373 1.1 -0.4 2.0
H 2.7754 -0.2257 -1.0104 -2.8 -0.5 -0.8
H -0.1150 -0.2734 -0.8728 -2.2 -1.9 -1.5
H 0.4588 -0.2928 1.5203 1.5 -0.2 -1.2
N 1.1838 -0.2127 0.7253 -2.2 -2.3 2.9
O -1.7663 0.2553 0.0399 2.2 -0.3 0.0
```
Positions in Å, forces in eV/Å.

Values from the calculation:
E_tot	-10967.4185	eV
HOMO level	-8.29	eV
2S+1	1
LUMO	1.0	eV
strongest force on any atom	5.3	eV Å⁻¹